Run one
The following is a quantum chemistry calculation of an isolated molecule of C12H21N5O3, from the Open Molecules 2025 dataset.

Positions of all 41 atoms, in Å:
C  1.58448  1.45300  -0.97365
C  1.12950  1.38133  0.56495
C  2.02600  0.02594  -1.47246
C  2.88923  -0.82845  -0.59490
C  4.18851  -1.20912  -0.71222
C  3.54133  -1.67401  1.30364
C  -0.97609  0.15050  -0.12967
C  -1.93715  1.30800  0.06120
C  -1.35292  -1.28417  0.08627
C  -2.42255  -1.79703  -0.94214
C  -3.87272  -1.18975  -1.09835
C  -4.74643  -1.33909  0.17674
H  3.17642  2.12493  0.01751
H  2.40672  3.29913  -0.70395
H  0.77644  1.77777  -1.58668
H  2.56177  -0.04220  -2.45770
H  1.12614  -0.58712  -1.53104
H  4.77923  -1.18267  -1.63398
H  3.63174  -2.08392  2.32974
H  5.38775  -2.36790  0.56415
H  -0.40153  0.64093  1.73964
H  -0.60688  0.27301  -1.15744
H  -1.66975  -1.56830  1.12132
H  -0.42433  -1.78273  -0.10379
H  -2.56294  -2.90437  -0.89157
H  -1.96564  -1.67582  -2.02559
H  -3.80679  -0.13925  -1.42465
H  -4.37414  -1.77198  -1.88980
H  -4.80686  -2.37992  0.46206
H  -5.78556  -1.07186  -0.13054
H  -4.71083  -0.70988  2.17094
H  -4.17217  0.42437  1.13132
H  -3.23766  2.29543  -0.89073
N  2.74176  2.33587  -0.88923
N  2.49508  -1.16284  0.69331
N  4.58999  -1.74003  0.49803
N  0.05298  0.54348  0.85173
N  -4.20875  -0.57494  1.29204
O  1.61310  2.06286  1.45897
O  -2.28203  1.68006  1.15479
O  -2.49679  1.71190  -1.09461

## Properties
Charge: 0
Structure (SMILES): NCCCC[C@H](NC(=O)[C@@H](N)Cc1c[nH]cn1)C(=O)O
Lowest unoccupied orbital energy, eV: 0.60

Run two
The following is a quantum chemistry calculation of an isolated molecule of C12H21N5O3, from the Open Molecules 2025 dataset.

Positions of all 41 atoms, in Å:
C  -2.08985  1.34038  -0.24852
C  -0.76060  2.04122  -0.55727
C  -2.37402  0.26354  -1.32577
C  -3.10023  -0.90706  -0.75058
C  -4.37798  -1.32614  -0.92821
C  -3.33530  -2.63305  0.51663
C  0.55438  0.09720  0.38198
C  0.70554  0.31550  1.89160
C  1.73571  -0.72418  -0.15998
C  3.10069  -0.05861  -0.07611
C  4.20489  -0.95337  -0.61090
C  5.59930  -0.31283  -0.51248
H  -3.03468  2.99538  -0.90550
H  -3.11726  2.80100  0.67157
H  -1.98369  0.85153  0.70837
H  -1.44361  -0.08913  -1.76621
H  -2.96438  0.73016  -2.11365
H  -5.21037  -0.96214  -1.58934
H  -3.18921  -3.44110  1.21527
H  -5.35540  -3.00486  -0.02763
H  1.21413  1.90852  -0.53956
H  -0.37016  -0.50458  0.28105
H  1.73533  -1.64922  0.38248
H  1.49776  -0.97794  -1.20149
H  3.10472  0.88411  -0.59750
H  3.31560  0.19502  0.97862
H  4.01765  -1.20095  -1.65568
H  4.22792  -1.93227  -0.08661
H  5.82403  -0.11309  0.53065
H  5.60318  0.67367  -0.99465
H  6.51348  -1.36666  -2.04813
H  7.53083  -0.84433  -0.91370
H  0.08206  1.38044  3.27682
N  -3.19928  2.27321  -0.19085
N  -2.44719  -1.72284  0.15370
N  -4.52043  -2.43513  -0.12843
N  0.39910  1.33941  -0.35682
N  6.61398  -1.23123  -1.03266
O  -0.72548  3.16207  -1.03184
O  1.33185  -0.39259  2.64815
O  0.00659  1.38636  2.32842

## Properties
Charge: 0
Structure (SMILES): NCCCC[C@H](NC(=O)[C@@H](N)Cc1c[nH]cn1)C(=O)O
Lowest unoccupied orbital energy, eV: 0.71

If we sort the structures by their calculated energies, the order from most to least stable is run two, run one.

Run one
The following is a quantum chemistry calculation of a cluster of 2 separate species, C2H6NP in total, from the Open Molecules 2025 dataset.

Positions of all 10 atoms, in Å:
C  0.08608  0.28943  -0.49670
C  0.80102  -0.97181  -0.16570
N  0.51807  1.08096  -1.34862
P  -1.50010  0.72924  0.37394
H  1.84252  -1.10043  -0.20596
H  0.11238  -1.78500  -0.53265
H  0.56991  -0.97410  0.96389
H  -0.06736  1.91353  -1.75280
H  -1.03057  1.68341  1.33326
H  -1.33196  -0.86523  1.83134

## Properties
Charge: 0
Lowest unoccupied orbital energy, eV: -0.58

Run two
The following is a quantum chemistry calculation of a cluster of 2 separate species, C2H6NP in total, from the Open Molecules 2025 dataset.

Positions of all 10 atoms, in Å:
C  0.48435  0.41569  1.67860
C  0.15047  -0.37987  -1.28574
N  -2.57960  0.29354  -0.76820
P  -1.20328  0.29039  -0.16932
H  0.01056  -0.63516  1.89661
H  1.34122  0.45023  1.07373
H  0.36853  1.23898  2.28592
H  0.02521  -0.12886  -2.33833
H  1.09136  -0.01373  -1.10974
H  0.31119  -1.53121  -1.26354

## Properties
Charge: 0
Lowest unoccupied orbital energy (alpha / beta), eV: -1.00 / -0.65

If we sort the structures by their calculated energies, the order from most to least stable is run one, run two.

Run one
The following is a quantum chemistry calculation of a cluster of 2 separate species, C2H6NP in total, from the Open Molecules 2025 dataset.

Positions of all 10 atoms, in Å:
C  -1.35255  0.57450  0.32573
C  1.08558  -0.99870  -0.19504
N  -1.36134  -0.06430  -0.92157
P  -0.67076  -1.12204  0.38181
H  -0.27200  2.12989  0.04902
H  -2.04332  1.01183  0.94266
H  0.94553  -0.39242  -1.13348
H  1.63456  -1.94277  -0.20617
H  1.68976  -0.35385  0.33579
H  -2.11190  -0.18451  -1.49807

## Properties
Charge: 0
Lowest unoccupied orbital energy, eV: 0.35

Run two
The following is a quantum chemistry calculation of a cluster of 2 separate species, C2H6NP in total, from the Open Molecules 2025 dataset.

Positions of all 10 atoms, in Å:
C  -1.00476  0.94193  0.40129
C  0.85940  -1.05470  -0.51686
N  0.01293  1.49688  -0.25276
P  -0.49980  0.09150  -1.11329
H  -0.88924  -1.35276  1.93174
H  -1.92138  1.19678  1.04247
H  0.29555  -1.82698  0.11461
H  1.36710  -0.46325  0.19391
H  1.58204  -1.50441  -1.17492
H  0.19816  2.47501  -0.62621

## Properties
Charge: 0
Lowest unoccupied orbital energy (alpha / beta), eV: 0.53 / -0.43

Run three
The following is a quantum chemistry calculation of a cluster of 3 separate species, C2H6NP in total, from the Open Molecules 2025 dataset.

Positions of all 10 atoms, in Å:
C  0.06791  -0.67337  -0.47295
C  0.07054  -0.29754  0.98045
N  -1.06165  -0.08677  0.33367
P  -2.52045  0.49374  -0.17176
H  0.58156  -0.11530  -1.29924
H  0.02700  -1.64999  -0.72163
H  2.33601  1.06849  -0.46545
H  0.41300  -0.87641  1.77375
H  -2.85521  0.85196  1.06763
H  2.94130  1.28520  -1.02447

## Properties
Charge: 0
Lowest unoccupied orbital energy (alpha / beta), eV: -0.09 / 0.16

If we sort the structures by their calculated energies, the order from most to least stable is run one, run three, run two.

Run one
The following is a quantum chemistry calculation of a structure of composition C4H9NO, from the Open Molecules 2025 dataset.

Positions of all 15 atoms, in Å:
C  -1.52546  -0.63375  -0.55617
C  -0.60786  -0.22400  0.76398
C  0.94312  -0.27514  0.58586
C  0.19407  1.05703  0.55497
H  -0.65035  -1.26307  -1.38234
H  -2.79332  -1.36634  -0.10825
H  -1.84479  0.72008  -1.10961
H  -0.83959  -0.37796  1.82505
H  1.43336  -0.18927  1.73328
H  1.79660  -1.84464  -0.48851
H  2.18042  -0.21740  -0.99007
H  0.23393  1.68615  1.45715
H  -0.34467  2.27849  -0.92418
N  1.48444  -0.85727  -0.60905
O  0.34009  1.50710  -0.75210

## Properties
Charge: 0
Lowest unoccupied orbital energy, eV: 0.58

Run two
The following is a quantum chemistry calculation of an isolated molecule of C4H9NO, from the Open Molecules 2025 dataset.

Positions of all 15 atoms, in Å:
C  2.38441  -0.15456  0.26664
C  1.05926  0.49550  -0.08489
C  -0.13163  -0.43457  0.08805
O  -0.16003  -1.32266  0.91561
N  -1.22879  -0.07526  -0.67757
C  -2.50119  -0.00368  0.02258
H  2.66242  -0.88526  -0.49834
H  3.19024  0.58222  0.35047
H  2.29092  -0.67889  1.22048
H  0.84417  1.31496  0.63093
H  1.06584  0.95886  -1.08023
H  -1.03476  0.69911  -1.29638
H  -3.36805  -0.11004  -0.63532
H  -2.50245  -0.79513  0.77101
H  -2.58614  0.97222  0.53889

## Properties
Charge: 0
Structure (SMILES): CCC(=O)NC
Lowest unoccupied orbital energy, eV: 0.90

If we sort the structures by their calculated energies, the order from most to least stable is run two, run one.

Run one
The following is a quantum chemistry calculation of an isolated molecule of C4H9NO, from the Open Molecules 2025 dataset.

Positions of all 15 atoms, in Å:
C  0.95440  -1.67636  -0.15183
C  0.28758  -0.56704  -0.96817
C  0.39363  0.81801  -0.31796
N  -0.25287  0.89073  1.00292
C  -1.53811  1.27297  1.13436
O  -2.22007  1.61706  0.09575
H  0.88158  -2.64367  -0.66357
H  2.02031  -1.46427  0.01169
H  0.47565  -1.78744  0.82978
H  -0.77577  -0.79479  -1.11845
H  0.74643  -0.51174  -1.96620
H  -0.09055  1.56880  -0.95123
H  1.44724  1.10599  -0.19297
H  0.26463  0.58691  1.81366
H  -2.59408  1.58485  1.44222

## Properties
Charge: 0
Structure (SMILES): CCCNC=O
Lowest unoccupied orbital energy, eV: 0.93

Run two
The following is a quantum chemistry calculation of a cluster of 2 separate species, C4H9NO in total, from the Open Molecules 2025 dataset.

Positions of all 15 atoms, in Å:
C  1.54582  -2.77960  1.05141
N  1.33806  -1.44483  1.16953
O  0.99329  -3.53535  0.29845
H  2.30383  -3.12211  1.77660
H  0.90231  -0.92206  0.42883
H  1.89913  -0.90900  1.81519
C  -1.80071  1.39982  -1.51509
C  -1.11766  1.59493  -0.20275
C  0.19047  1.38645  -0.01451
H  -2.60516  2.12283  -1.65100
H  -1.11170  1.42785  -2.35908
H  -2.24319  0.40032  -1.54246
H  -1.71581  1.75983  0.68670
H  0.62211  1.28853  0.96823
H  0.79920  1.33239  -0.91003

## Properties
Charge: 0
Structure (SMILES): C=CC.NC=O
Lowest unoccupied orbital energy, eV: 0.87

Run three
The following is a quantum chemistry calculation of an isolated molecule of C4H9NO, from the Open Molecules 2025 dataset.

Positions of all 15 atoms, in Å:
C  -0.00177  0.18695  1.53284
C  0.06805  -0.09687  -0.03562
C  1.12919  0.73390  -0.75975
C  -1.30330  -0.11217  -0.84015
N  0.62805  -1.44576  0.40242
O  0.41245  -1.12824  1.78846
H  0.78045  1.05925  1.80171
H  -1.04920  0.39248  1.87501
H  0.89456  0.80372  -1.81079
H  2.07752  0.22181  -0.65151
H  1.33234  1.69399  -0.16481
H  -1.09530  0.16943  -1.99099
H  -1.89286  0.69517  -0.44604
H  -1.91169  -1.00698  -0.84291
H  -0.06848  -2.16667  0.14213

## Properties
Charge: 0
Structure (SMILES): CC1(C)CON1
Lowest unoccupied orbital energy, eV: 0.91

If we sort the structures by their calculated energies, the order from most to least stable is run two, run one, run three.

Run one
The following is a quantum chemistry calculation of a cluster of 2 separate species, C6H13N2O3 in total, from the Open Molecules 2025 dataset.

Positions of all 24 atoms, in Å:
C  4.08443  -0.00384  -0.30654
C  -0.51454  1.09373  0.61542
C  -1.56202  -1.15693  0.50913
C  -1.71904  1.53764  -0.27665
C  -2.51467  -0.55176  -0.46789
C  0.91838  -0.80724  0.17899
N  -0.34125  -0.38635  0.44716
N  -2.90824  0.78111  0.01118
O  4.20097  1.23113  0.10498
O  1.96259  -0.09188  0.25189
O  1.10032  -2.01677  -0.29539
H  3.83907  -0.29581  -1.43309
H  0.44727  1.44024  0.23750
H  -0.79027  1.30461  1.76295
H  -1.91939  -1.05950  1.49685
H  -1.39246  -2.16412  0.26696
H  -1.81439  2.66643  -0.09939
H  -1.22992  1.29847  -1.31549
H  -2.05517  -0.66013  -1.45472
H  -3.42618  -1.20525  -0.36030
H  -3.64486  1.11343  -0.53777
H  4.55409  1.30228  1.00778
H  4.45079  -0.91401  0.23441
H  0.27446  -2.45551  -0.57794

## Properties
Charge: +1
Lowest unoccupied orbital energy, eV: -4.77

Run two
The following is a quantum chemistry calculation of the ion C6H13N2O3 with charge +1, from the Open Molecules 2025 dataset.

Positions of all 24 atoms, in Å:
C  1.46926  0.81113  -1.23363
C  -0.53231  0.47744  -2.08327
C  -0.35443  -0.69847  -1.03507
C  1.54699  -2.43180  0.49767
C  -1.50930  1.10250  1.65895
C  -0.10610  1.34852  1.35345
N  0.75314  1.19993  -2.09174
N  0.93922  -0.27725  -0.29392
O  -2.24283  0.78176  0.52829
O  1.90504  -1.31895  -0.31189
O  0.75147  0.15456  1.02533
H  2.34563  1.35106  -0.88427
H  -0.68308  -0.14552  -2.99293
H  -1.45736  1.20586  -1.96293
H  -1.31509  -0.91107  -0.45298
H  -0.15971  -1.55737  -1.64202
H  0.50225  -2.88637  0.58437
H  2.05978  -2.24192  1.54211
H  2.31277  -3.16771  0.05248
H  -1.99958  2.12005  1.98507
H  -1.70530  0.19971  2.23073
H  0.29761  1.58227  2.36576
H  0.24719  2.14276  0.64417
H  -3.06526  1.15884  0.51629

## Properties
Charge: +1
Structure (SMILES): CO[N@@+]1(OCCO)C=NCC1
Lowest unoccupied orbital energy, eV: -2.95

If we sort the structures by their calculated energies, the order from most to least stable is run one, run two.